--- i ---
H22O11 | ωB97M-V/def2-TZVPD

Atoms and positions in Å:
O 0.71500 -0.57090 0.07413
H 1.29564 -1.11925 0.56167
H 0.15850 -0.07142 0.65858
O -0.74239 3.13414 -1.61638
H -0.25396 2.43341 -1.20745
H -1.43022 2.70729 -2.24437
O -2.89315 -2.37701 -1.89614
H -3.68567 -1.92934 -2.13151
H -3.13744 -3.35423 -1.66130
O 6.42110 -1.58665 0.06492
H 6.78041 -1.03786 0.81219
H 5.45954 -1.62985 0.15219
O 1.91211 3.46955 0.36806
H 1.43847 3.21270 1.22543
H 2.67827 3.90366 0.76611
O -3.32438 -1.07909 4.06457
H -3.07973 -1.66462 3.33667
H -2.51577 -0.56746 4.39873
O 3.46447 -2.10764 -1.62734
H 2.57644 -1.98465 -2.00452
H 3.51925 -1.69789 -0.80914
O -1.20187 1.13018 -1.79438
H -1.48725 0.58423 -1.11275
H -1.72422 0.99156 -2.59907
O -2.32403 -2.66760 0.14494
H -1.47044 -2.40597 0.06084
H -2.59270 -2.13544 0.92130
O 2.47388 1.29650 2.37618
H 2.74785 1.64036 1.52418
H 1.59533 1.35156 2.48690
O -4.36401 1.45690 -0.46892
H -3.79607 0.84938 -1.01227
H -4.17004 1.13659 0.36048

Calculated values
- molecular weight (g/mol) = 198.2
- HOMO-LUMO gap (eV) = 9.110
- LUMO level (eV) = -0.9
- E_HOMO (eV) = -10.0
- SMILES = O.O.O.O.O.O.O.O.O.O.O

--- ii ---
H22O11 | ωB97M-V/def2-TZVPD

Atoms and positions in Å:
O -0.89768 -1.37961 0.84535
H -1.20703 -0.55997 1.26507
H -0.94190 -1.98121 1.59370
O -2.27726 0.77128 -2.28207
H -2.75833 1.08663 -3.03799
H -2.36048 -0.08236 -1.86297
O -3.77364 -2.07616 -2.64516
H -3.67514 -2.91650 -2.18091
H -3.08808 -2.23027 -3.31293
O -0.95161 -1.91204 -4.53338
H -0.08045 -2.24292 -4.77480
H -0.81044 -0.95761 -4.57705
O -1.81320 -2.08909 4.57712
H -1.14464 -1.52612 4.97407
H -1.53062 -2.33202 3.69638
O 2.37097 1.43745 1.29380
H 1.86314 0.75860 0.81002
H 2.74164 0.84660 1.96849
O 0.99276 3.17808 -0.35755
H 1.55403 3.54083 0.33748
H 1.49520 2.39405 -0.59826
O 5.13298 -1.15435 -0.05706
H 5.22458 -1.81933 -0.74871
H 4.42621 -0.58757 -0.39160
O 2.02280 -0.65911 -0.30080
H 2.09792 -1.37562 -0.94107
H 1.05557 -0.64907 -0.18187
O -1.54708 3.42473 1.24338
H -1.18119 4.24736 1.58415
H -0.89059 3.09321 0.61098
O -0.19717 0.89479 2.70426
H -0.57863 1.78230 2.78069
H 0.72736 1.07501 2.49921

Calculated values
- molecular weight (g/mol) = 198.2
- HOMO-LUMO gap (eV) = 11.052
- LUMO level (eV) = -0.1
- E_HOMO (eV) = -11.2
- SMILES = O.O.O.O.O.O.O.O.O.O.O

Sorted by energy, starting with the most stable: ii, i.

--- i ---
H22O11 | ωB97M-V/def2-TZVPD

Atoms and positions in Å:
O 0.79822 -0.84821 -0.23728
H 1.27421 -0.01272 -0.17106
H -0.11894 -0.61022 -0.06072
O -4.66038 -2.27709 1.91329
H -4.30630 -3.08050 1.51560
H -4.23671 -1.56519 1.42066
O -2.41246 1.56461 -1.12950
H -3.20500 1.05270 -1.32652
H -2.45374 1.70331 -0.17658
O 0.09925 -2.41522 1.84075
H -0.08324 -1.69988 1.22109
H -0.77277 -2.68738 2.14814
O 1.04012 -4.08264 1.56400
H 1.63744 -4.64748 2.06715
H 1.55453 -3.82829 0.78961
O -1.64659 3.49951 -2.94548
H -1.20652 4.25434 -2.53860
H -1.54626 2.79259 -2.29803
O 4.45907 -0.01114 -2.34723
H 3.69363 -0.59071 -2.26242
H 4.44104 0.52030 -1.54335
O -0.18065 1.90711 0.75227
H 0.69545 1.98182 0.35749
H -0.17805 1.03651 1.16583
O 2.61877 -1.57141 -1.35013
H 1.82318 -2.11382 -1.30740
H 2.86291 -1.44008 -0.42702
O 1.36559 3.28088 -1.31328
H 1.37371 2.74319 -2.11316
H 0.95575 4.10792 -1.59080
O -1.44203 0.95817 3.00313
H -1.65524 1.66886 3.61832
H -0.86028 0.37822 3.50732

Calculated values
- molecular weight (g/mol) = 198.2
- HOMO-LUMO gap (eV) = 9.488
- LUMO level (eV) = -0.2
- E_HOMO (eV) = -9.7
- SMILES = O.O.O.O.O.O.O.O.O.O.O

--- ii ---
H22O11 | ωB97M-V/def2-TZVPD

Atoms and positions in Å:
O -0.00895 -2.61290 0.04195
H -0.58433 -2.35813 -0.73125
H 0.91442 -2.36979 -0.27250
O -0.77913 -0.10890 -3.66978
H -0.57619 0.83254 -3.55116
H -0.32572 -0.32979 -4.46137
O 0.99489 2.72939 -2.64487
H 0.47567 2.85906 -1.83175
H 1.67766 2.13918 -2.29778
O 2.30669 0.19385 -2.32067
H 2.93721 -0.56849 -2.39241
H 1.43190 -0.19894 -2.06274
O -0.12297 -1.20491 2.91627
H -0.16546 -1.73417 2.10905
H 0.27509 -0.36147 2.75544
O 2.06665 1.41023 1.96188
H 2.62531 2.24564 2.10136
H 1.40570 1.56292 1.30437
O 0.01267 1.33476 0.34976
H -0.78253 1.52700 0.92923
H -0.13684 0.40026 0.20002
O -2.05690 -1.59503 -1.70889
H -1.65150 -1.10121 -2.45303
H -2.95623 -1.38047 -1.60615
O -2.84754 -0.38450 3.44822
H -3.28470 -1.18810 3.04932
H -1.85361 -0.58250 3.52158
O -2.16516 1.70228 1.70943
H -2.47625 0.94186 2.27105
H -2.56578 2.44799 2.10107
O 2.64260 -1.45843 0.02010
H 3.11134 -2.06179 0.58659
H 2.46198 -0.72743 0.62763

Calculated values
- molecular weight (g/mol) = 198.2
- HOMO-LUMO gap (eV) = 11.351
- LUMO level (eV) = 0.3
- E_HOMO (eV) = -11.1
- SMILES = O.O.O.O.O.O.O.O.O.O.O

--- iii ---
H22O11 | ωB97M-V/def2-TZVPD

Atoms and positions in Å:
O -0.12942 0.11724 0.25729
H 0.18899 0.13875 1.16676
H -0.09803 -0.81637 0.01984
O -3.37362 -1.03999 -2.48031
H -2.73283 -1.51396 -1.93834
H -3.17274 -1.32059 -3.38026
O -1.97901 2.98203 -1.75955
H -1.36220 2.24524 -1.68422
H -1.50244 3.63399 -2.28569
O -2.76610 -0.98811 2.09939
H -2.84001 -1.48200 1.27501
H -3.55054 -0.42814 2.10842
O 3.42938 -0.86777 -2.56063
H 2.47994 -0.77561 -2.69869
H 3.50361 -1.21086 -1.66298
O 4.85317 0.43323 0.68291
H 4.12690 0.72852 0.12226
H 5.55776 1.06698 0.50713
O -2.01064 1.59712 2.78983
H -1.96609 0.92215 2.10322
H -2.12197 1.09527 3.60514
O -0.48604 -3.42685 3.34377
H -0.05043 -3.88461 2.61597
H -1.42429 -3.59027 3.19555
O 2.57351 2.43816 2.39154
H 2.34525 2.15383 3.28376
H 2.21324 3.33003 2.33026
O 1.22385 1.27774 -2.85637
H 1.02781 2.22042 -2.90012
H 0.35745 0.85643 -2.88551
O -0.81758 -1.57260 -1.63177
H -0.19684 -2.05552 -1.07457
H -1.30005 -2.26387 -2.09905

Calculated values
- molecular weight (g/mol) = 198.2
- HOMO-LUMO gap (eV) = 10.451
- LUMO level (eV) = -0.6
- E_HOMO (eV) = -11.0
- SMILES = O.O.O.O.O.O.O.O.O.O.O

--- iv ---
H22O11 | ωB97M-V/def2-TZVPD

Atoms and positions in Å:
O 0.50889 -1.99128 2.12473
H -0.12454 -2.29191 2.78819
H 1.41833 -2.26546 2.32249
O 1.84555 -0.15185 -1.57427
H 1.35229 -0.06474 -0.77288
H 2.74509 0.14322 -1.37543
O 0.90154 -4.00992 0.27418
H 0.77766 -3.32420 0.88959
H 1.21145 -4.67210 0.85318
O 0.30790 2.35970 -1.13355
H 0.50324 2.55331 -2.07474
H -0.59013 2.04192 -1.07714
O -0.61564 -0.30303 0.16566
H -0.88094 0.45730 0.63211
H -0.28749 -0.84382 0.90241
O 0.01942 4.15258 1.17825
H -0.11382 3.16993 1.10875
H 0.42724 4.32745 2.04336
O -0.91353 -2.60583 -1.24516
H -0.24249 -3.03850 -0.70671
H -1.08650 -1.76810 -0.82978
O -1.10212 -0.38238 -3.22849
H -0.60711 -0.49459 -4.03178
H -0.72004 -0.97280 -2.56614
O -1.76022 2.05257 1.20315
H -1.69025 2.21626 2.12449
H -2.47569 2.58804 0.86491
O -2.42437 1.44991 -1.70715
H -2.25632 1.05185 -0.87136
H -1.80107 1.04566 -2.29588
O 2.51947 0.12576 1.73303
H 1.86624 -0.56451 2.00230
H 3.28796 0.00958 2.27970

Calculated values
- molecular weight (g/mol) = 198.2
- HOMO-LUMO gap (eV) = 9.177
- LUMO level (eV) = -0.8
- E_HOMO (eV) = -9.9
- SMILES = O.O.O.O.O.O.O.O.O.O.O

Sorted by energy, starting with the most stable: ii, iv, iii, i.